# C4H11N2O

C4H11N2O as an isolated structure in a non-equilibrium geometry (the ωB97M-V functional and the def2-TZVPD basis, the OMol25 dataset).

Its energy is -9345.897 eV. The calculation puts the relative energy (zero: lowest compared OMol25 entry of this formula, charge and spin) at 2.9602 eV. The net charge is +1. The HOMO energy comes out at -14.34 eV.

Each line ends with the Löwdin charge.
Element x y z (Å)
C -0.89 1.44 0.34  -0.02
C 1.96 0.07 0.51  -0.04
C 0.55 -0.41 0.66  -0.28
C -0.17 -0.89 -0.68  -0.36
N -0.40 0.60 1.21  -0.02
N -1.28 0.13 -1.02  0.15
O -0.68 -2.10 -0.51  0.04
H -1.80 1.96 0.56  0.12
H -0.19 2.08 -0.18  0.12
H 1.97 1.18 0.10  0.12
H 2.48 -0.42 -0.26  0.07
H 2.41 0.16 1.54  0.12
H 0.61 -1.33 1.31  0.17
H 0.56 -0.86 -1.43  0.14
H -2.25 -0.12 -1.02  0.14
H -1.06 0.28 2.05  0.23
H -0.99 0.78 -1.76  0.14
H -0.84 -2.56 -1.42  0.18